Here is a cluster of 5 separate species, C19H41FN4O7S in total at a distorted geometry from OMol25. Energies are from ωB97M-V/def2-TZVPD.

Results
- Kohn-Sham gap: 9.095 eV
- HOMO level: -8.787 eV
- Total energy: -54212.399 eV
- 2S+1: 1
- SMILES: C[C@H]1CCOS(=O)(=O)[C@@H]1CCF.CN(C)C=O.CN(C)C=O.CN(C)C=O.CN(C)C=O

Last column: Mulliken charge in e.
Positions of all 73 atoms, in Å:
C -1.11964 -4.70414 7.68901  -0.915
C 1.08465 4.70742 -7.02772  -0.916
H -0.37701 -3.97729 7.36287  0.302
N 1.23827 5.88147 -7.86676  0.143
N -1.31201 2.52295 -3.11912  0.166
C -1.04338 -4.72359 1.64088  -1.354
H -1.35844 -4.66891 2.72009  0.240
C 2.56601 6.41900 -8.09535  -0.964
H 3.39657 1.00896 0.62040  0.229
H 2.60613 7.45129 -7.74197  0.297
H 2.78225 6.41093 -9.16550  0.290
O 0.24263 7.47642 -9.15536  -0.595
C 0.87275 -3.61476 0.21022  -0.921
H -0.68828 -5.32493 8.47725  0.340
H -1.87851 0.62480 -2.41703  0.269
C 1.85367 2.47166 2.04603  -0.345
H 3.23880 4.35069 3.06736  0.391
C -2.52002 -6.58588 6.81770  -0.931
H 0.92447 -1.67473 -0.93217  0.280
C -0.16701 -3.45825 1.36824  0.397
H 1.66066 2.33172 3.11213  0.347
H 1.31837 3.35646 1.69170  0.341
H 4.74028 3.39400 3.12886  0.294
C -1.72033 1.63658 -2.04518  -0.919
H -0.02105 4.16116 -3.08704  0.281
H 1.47114 4.92609 -6.02978  0.320
S 0.12048 -0.75502 1.42815  0.968
H -1.21126 4.11436 -1.76269  0.375
C -1.16564 2.08908 -4.39131  0.111
H -0.28028 -4.58730 5.27219  0.240
O -1.32562 -6.07577 4.37629  -0.656
H 1.64851 3.87871 -7.46217  0.314
H 1.64861 -4.38403 0.38782  0.432
N -1.53110 -5.54868 6.58454  0.092
H 4.40070 4.41123 1.71828  0.294
H 0.37964 -3.20424 2.30640  0.327
H -3.76462 -3.61875 1.10978  0.332
H -0.94414 1.61733 -1.27952  0.399
O -0.23356 0.48610 0.71053  -0.493
H -0.78178 6.00761 -8.20883  0.263
H 3.30909 5.82364 -7.56827  0.378
C 1.50701 -2.20459 -0.14085  -0.441
C -2.36212 -2.05696 1.82419  -0.764
H 1.49564 1.59860 1.50238  -0.270
H 0.03855 4.42104 -6.94720  0.343
O -0.82714 2.78211 -5.33018  -0.567
H -1.17357 -2.14309 -0.06913  0.460
O 5.19224 1.92001 0.84434  -0.611
H -1.98962 -4.17302 8.08132  0.347
C 3.94843 3.77198 2.47917  -0.993
H -1.95260 -4.79065 1.01401  0.113
C -1.05191 3.91910 -2.82128  -0.952
N 3.27717 2.65762 1.83724  0.141
C -1.02115 -2.16128 1.03592  -0.023
H 2.52225 -2.39643 -0.53742  0.404
H -2.52862 -0.97256 2.03192  0.427
O 1.62519 -1.34258 1.00831  -0.389
H -1.71939 4.54745 -3.41418  0.307
H -2.09171 -7.55834 6.56873  0.296
H -2.29072 -2.57193 2.80197  0.297
F -3.53766 -2.12327 -0.32969  -0.301
H -2.83275 -6.58091 7.85986  0.383
H -4.48897 -2.02671 1.44255  0.327
C 4.00099 1.81952 1.05868  0.156
C -1.02136 -5.40055 5.34105  0.238
C 0.17833 6.49349 -8.44512  0.134
H -2.65171 2.00605 -1.60962  0.314
H -0.38776 -5.61830 1.57230  0.422
H -1.38673 1.01635 -4.50991  0.255
O 0.14010 -0.62194 2.91095  -0.670
C -3.60531 -2.53035 0.98903  -0.444
H 0.32016 -3.91958 -0.71528  0.327
H -3.38530 -6.41364 6.17505  0.288

Forces on the atoms, in the same order (eV/Å):
C -0.186 -0.218 -0.015
C 0.183 0.212 -0.153
H -0.036 -0.056 -0.053
N -0.337 -0.012 -0.037
N -0.041 -0.346 -0.341
C 0.510 0.750 1.029
H 0.121 -0.293 -1.293
C -0.212 0.173 -0.154
H -0.101 -0.006 0.030
H 0.130 -0.015 -0.071
H 0.115 0.077 0.056
O 0.139 0.122 -0.068
C -0.670 0.847 -0.426
H 0.017 0.146 0.077
H 0.013 0.064 -0.060
C 0.308 0.131 0.088
H -0.042 -0.086 -0.049
C 0.060 -0.042 -0.273
H 0.408 -0.406 0.525
C 0.084 0.418 -0.266
H -0.180 -0.023 -0.056
H -0.147 -0.090 0.043
H 0.021 0.146 0.001
C 0.133 0.342 0.044
H -0.054 0.121 0.041
H -0.061 -0.183 0.043
S -0.575 1.502 2.876
H -0.010 -0.103 -0.031
C -0.087 -0.003 0.358
H 0.020 0.053 0.061
O -0.138 -0.180 0.205
H -0.060 -0.094 0.150
H -0.424 0.515 0.212
N 0.259 0.219 -0.255
H 0.053 0.055 0.127
H -0.257 -0.401 -0.555
H 0.193 0.475 -0.680
H -0.148 -0.129 0.084
O 0.810 -2.581 0.403
H 0.003 -0.079 0.057
H -0.101 -0.034 0.012
C 0.099 -1.224 -0.841
C 0.162 1.324 -0.796
H 0.158 0.276 0.081
H 0.059 0.023 0.016
O 0.063 0.186 -0.060
H -0.173 0.237 0.808
O 0.126 0.114 0.052
H 0.112 0.063 0.108
C 0.214 -0.162 -0.166
H 0.742 -0.144 0.064
C 0.047 -0.023 -0.279
N -0.024 -0.255 -0.197
C 0.748 -1.183 -0.307
H -0.462 0.528 0.351
H 0.092 -0.748 0.004
O -1.981 0.496 0.127
H 0.086 0.089 0.062
H -0.132 -0.022 0.027
H -0.129 0.199 -0.653
F 0.205 -0.327 0.125
H 0.072 0.073 -0.028
H 0.466 -0.368 -0.366
C -0.213 0.094 0.118
C -0.032 0.000 0.349
C 0.142 -0.191 0.156
H 0.006 -0.150 0.099
H -0.677 0.439 -0.130
H -0.023 -0.046 0.056
O 0.294 -0.488 -3.090
C -0.115 0.279 1.896
H 0.382 0.043 0.665
H -0.023 -0.121 0.062

Here is a structure of composition C19H41N3OPV at a distorted geometry from OMol25. Energies are from ωB97M-V/def2-TZVPD.

Results
- Charge: +2
- Kohn-Sham gap (alpha / beta): 5.045 / 5.398 eV
- HOMO level (alpha / beta): -14.155 / -14.154 eV
- Total energy: -61845.602 eV
- 2S+1: 3
- <S²>: 2.13

Last column: Mulliken spin population.
Positions of all 66 atoms, in Å:
C 2.59696 -1.46241 1.49592  0.022
C 1.21531 3.98788 1.34428  0.000
N -1.78648 2.42642 -0.28211  0.000
V 0.63732 -1.07834 -0.44608  2.182
H -2.72722 -2.42165 -0.98131  0.003
H -1.21113 4.16813 -1.37467  0.000
H 0.14007 -4.48418 0.09251  -0.001
H -0.07428 -0.00175 3.20594  -0.002
H -3.83870 2.58260 -0.56696  0.000
H 3.42426 -1.17475 -2.79105  0.004
C 2.51026 -3.52746 -1.57889  0.010
H -1.43579 4.88932 1.77367  0.000
H -3.36792 2.38680 1.13844  0.000
H 3.00262 -3.44324 2.32870  0.000
H 3.41197 -3.05331 -1.98346  0.002
C -0.04289 -0.97048 -2.63528  -0.192
C 3.11318 -2.38834 2.61423  0.001
H 1.04455 4.63614 0.46785  0.000
C -0.95344 4.17686 2.46123  0.000
C -0.87179 -1.88298 -1.91368  0.107
H -0.89161 -0.04078 -4.37969  -0.010
O 0.63258 1.53220 0.00457  0.028
C -0.51890 0.22742 -3.38029  0.002
C 1.31289 -1.42217 -2.54775  0.018
H -0.56117 -5.00540 -1.45119  -0.004
C 1.12777 -1.76256 1.26823  0.071
H -1.53783 -4.02918 -0.33796  -0.005
H 2.00635 3.26175 1.11731  0.000
H 1.53826 4.61930 2.18044  0.000
H -3.05075 -0.06108 2.16093  0.001
C -0.77976 0.84743 3.19881  0.004
P -0.55089 2.04444 0.78089  0.038
H 2.51735 0.35043 -2.66647  0.004
C 2.49403 -0.67351 -3.06605  -0.001
N -1.33790 1.07568 1.86493  0.010
C -3.09863 2.86822 0.19348  0.001
H -2.18480 2.96013 -2.26335  0.000
H 2.53273 -2.24345 3.53320  0.000
H 0.15026 -0.56578 0.80602  -0.053
H -2.84294 -2.07874 -2.71338  0.003
C -0.03782 -2.94655 -1.43155  -0.076
H 2.38081 -4.49021 -2.09040  -0.008
H 2.66750 -3.73564 -0.50912  -0.006
H -0.46680 2.63477 -1.91597  0.000
H -1.34090 0.72249 -2.85337  0.001
H -0.36590 4.75306 3.18681  0.000
H 2.45296 -0.60259 -4.16049  0.002
H -1.61690 0.62106 3.87483  0.000
H -1.71840 3.61047 3.00633  0.000
H -0.26238 1.74427 3.55022  0.000
C -2.23564 0.00666 1.42443  0.030
H -2.64597 0.21832 0.43278  -0.013
H -3.13573 3.96151 0.31698  0.000
H 4.16750 -2.21965 2.84440  0.002
C -2.35286 -1.77503 -1.77823  0.047
C 1.31638 -2.66750 -1.83680  -0.117
H -2.65899 -0.74196 -1.57142  -0.014
H 2.76542 -0.41790 1.79466  0.002
C -0.52257 -4.17555 -0.72922  -0.045
H 0.28954 0.95454 -3.51884  -0.003
N -0.01673 3.29925 1.75074  -0.001
H -1.71295 -0.96662 1.38025  0.039
H 0.87562 -2.74869 0.84727  -0.058
H 3.17813 -1.62532 0.58356  0.002
H 0.63631 -1.77262 2.25557  -0.024
C -1.38353 3.08982 -1.52536  -0.003

Forces on the atoms, in the same order (eV/Å):
C 0.626 0.724 -0.389
C 0.184 0.129 -0.143
N 0.754 -0.278 0.258
V 2.519 0.179 -7.390
H -0.022 0.153 -0.119
H -0.099 -0.249 -0.109
H -0.211 -0.042 -0.252
H -0.204 0.220 0.113
H 0.071 0.128 0.233
H -0.069 0.179 -0.111
C 0.211 0.095 0.065
H 0.040 -0.137 0.259
H 0.110 0.174 -0.210
H 0.067 0.181 0.066
H -0.181 -0.235 0.200
C 0.629 -0.019 -0.300
C -0.311 -0.572 0.058
H 0.183 -0.140 0.255
C -0.045 0.113 -0.084
C 0.225 -0.757 0.476
H 0.119 -0.149 0.243
O 0.286 -2.187 -0.612
C 0.074 0.412 0.099
C -0.504 -0.093 -0.177
H 0.005 0.175 0.222
C -1.560 1.640 4.844
H 0.360 -0.120 -0.034
H -0.283 0.289 0.030
H 0.003 -0.175 -0.218
H 0.142 -0.185 -0.348
C -0.188 0.027 0.192
P -1.189 1.638 0.948
H 0.046 -0.204 -0.134
C 0.199 0.110 -0.182
N 0.412 -0.428 -0.335
C -0.252 0.089 -0.108
H 0.163 0.111 0.102
H 0.131 0.073 -0.196
H -0.613 -0.337 5.503
H 0.122 0.038 0.169
C -0.833 0.539 -0.260
H -0.011 0.143 0.128
H -0.039 -0.047 -0.342
H -0.231 0.217 0.149
H 0.110 -0.122 -0.102
H -0.260 -0.143 -0.102
H 0.061 -0.005 0.221
H 0.335 0.019 -0.083
H 0.164 0.077 -0.226
H -0.098 -0.300 -0.067
C -0.167 0.133 0.228
H 0.053 0.032 0.306
H -0.039 -0.289 0.002
H -0.144 0.149 -0.225
C -0.239 0.046 -0.011
C -0.151 0.400 -0.537
H 0.042 -0.241 -0.077
H -0.280 -0.214 -0.091
C -0.062 -0.174 0.039
H -0.183 -0.159 0.010
N 0.072 -0.664 -0.652
H -0.271 0.106 0.146
H -0.303 0.134 -0.843
H 0.158 0.024 -0.033
H 0.275 -0.339 -0.306
C 0.091 0.108 -0.155

Here is a cluster of 6 separate species, C19H41NO8PS in total at a distorted geometry from OMol25. Energies are from ωB97M-V/def2-TZVPD.

Results
- Charge: +1
- Kohn-Sham gap: 7.216 eV
- HOMO level: -11.140 eV
- Total energy: -58356.385 eV
- 2S+1: 1

Last column: Mulliken charge in e.
Positions of all 71 atoms, in Å:
H -1.26284 1.58313 2.12333  0.304
H -7.03597 -0.78106 1.30674  0.375
H 6.14493 -0.08932 2.22415  0.344
H -3.51986 -2.44785 0.64580  0.283
H 0.69354 -5.97872 -3.73787  0.315
H 3.85569 2.27490 0.32144  0.165
H -0.61398 -3.56881 1.34191  0.399
H 5.56987 1.99965 0.71154  0.393
C 5.63089 -1.00352 -2.75228  0.820
O 0.25329 -4.49251 -1.76416  -0.526
H 4.78347 -1.09783 2.76662  0.333
H 0.32051 -4.63859 -4.84536  0.335
H -6.74433 0.77207 0.51165  0.328
H -1.13006 -3.14948 -0.29037  0.302
H -8.12895 -0.06982 -1.62268  0.332
H -7.57128 -1.57268 -2.39303  0.320
O -4.21537 1.03719 2.36176  -0.430
C 0.30662 5.44986 1.84008  -1.312
C 0.66802 -4.05427 -2.81183  0.906
O -1.20630 -0.54341 1.35978  -0.489
O -5.36209 -1.37643 -1.21368  -0.541
C 0.40121 3.97123 1.70326  0.870
C -3.01110 -2.08175 1.54032  -0.663
H -2.63254 4.26779 1.79730  0.439
H -2.53674 3.20859 4.33719  0.338
N -0.31148 3.34609 0.81240  -0.410
H 1.53834 2.22647 2.19459  0.327
O -2.99556 2.38722 4.12581  -0.468
H -5.01810 4.24717 3.02443  0.332
H 5.06257 -2.37224 -4.29786  0.327
H -8.41392 -1.62107 -0.82805  0.315
C 0.93161 -4.95017 -3.99643  -1.193
C 0.94942 -2.58261 -3.00468  -0.720
H 6.61815 -2.73127 -3.54315  0.406
C -7.70803 -1.06093 -1.44373  -1.197
C 5.60139 -2.38632 -3.34871  -1.206
S -1.49138 2.29410 0.98907  0.394
H 7.32096 -0.18102 -3.77808  0.344
H 0.72492 -2.03662 -2.09121  0.115
H -3.58205 3.32607 0.62900  0.388
C 5.17466 -0.50373 1.94448  -1.192
H 0.33920 -2.19055 -3.82029  0.346
H 1.99947 -2.43477 -3.26414  0.123
H 4.74292 0.91150 -0.42147  -0.040
H -2.99447 -2.88549 2.27905  0.425
H 1.98046 -4.88362 -4.29129  0.306
H 6.24166 1.02508 -3.04329  0.262
H 5.11166 -3.07356 -2.66298  0.279
H 1.24971 5.91672 1.53260  0.413
H 1.05667 3.25724 3.59237  0.383
H -3.55057 -1.22831 1.94060  -0.115
H 2.34967 3.77240 2.48843  0.416
C -1.60572 -1.68439 1.19495  0.707
O -5.17371 3.29599 3.07803  -0.508
P -3.89443 2.38758 2.80809  0.636
H 5.31535 -1.13506 1.06511  0.270
C -6.38425 -0.94084 -0.73160  0.812
H 0.27430 -2.33445 0.42548  0.229
C 4.21587 0.60718 1.61249  0.889
C -6.38071 -0.25290 0.61134  -0.473
H 5.76587 0.17871 -4.53328  0.349
C 4.61906 1.51466 0.48284  -0.549
C -0.71077 -2.74674 0.63083  -1.111
O 5.15571 -0.77348 -1.66093  -0.522
H -5.37345 -0.23800 1.00533  -0.179
C 1.39392 3.24522 2.54938  -1.144
H 0.17820 5.70724 2.89594  0.349
O 3.17387 0.74861 2.22021  -0.574
H -0.48499 5.87677 1.22676  0.354
C 6.28038 0.07806 -3.57617  -1.141
C -2.94908 3.25972 1.51616  -0.694

Forces on the atoms, in the same order (eV/Å):
H -0.057 0.034 0.053
H -0.074 0.067 -0.016
H 0.025 -0.011 -0.074
H 0.014 -0.040 0.016
H 0.002 0.004 -0.001
H 0.004 -0.001 0.007
H -0.066 -0.061 -0.062
H 0.049 -0.071 -0.045
C 0.019 -0.013 -0.011
O 0.038 0.026 -0.073
H 0.001 0.003 -0.002
H 0.057 0.036 -0.027
H -0.088 -0.026 0.033
H -0.020 -0.086 0.062
H -0.045 -0.008 0.064
H 0.000 0.000 0.002
O 0.167 0.354 0.350
C 0.330 0.244 -0.521
C 0.016 -0.063 -0.051
O -0.011 0.118 0.031
O 0.000 0.005 -0.002
C 0.414 -0.452 -0.133
C -0.013 0.134 0.054
H 0.086 -0.096 -0.014
H -0.137 0.038 0.212
N -1.083 1.018 0.879
H 0.043 -0.001 0.209
O 0.129 0.194 -0.364
H -0.197 0.049 0.145
H 0.076 0.009 -0.050
H -0.029 0.065 0.024
C -0.048 -0.100 0.095
C -0.054 0.020 0.136
H -0.010 0.017 -0.076
C 0.084 -0.073 -0.104
C -0.088 -0.044 0.135
S 0.413 -0.831 -0.754
H -0.021 -0.026 -0.069
H 0.008 -0.009 -0.003
H 0.007 0.016 0.064
C -0.114 -0.059 0.100
H 0.058 -0.008 -0.047
H -0.013 0.008 -0.060
H 0.094 0.142 0.110
H 0.000 -0.063 -0.069
H -0.015 0.047 -0.054
H 0.001 -0.003 -0.002
H 0.008 -0.001 0.007
H -0.028 -0.048 0.100
H 0.173 0.011 -0.001
H 0.007 -0.001 0.025
H -0.038 -0.017 0.189
C 0.020 -0.063 0.000
O 0.489 0.023 -0.161
P -0.367 -0.615 -0.164
H 0.061 0.050 -0.024
C -0.003 0.005 0.017
H 0.002 -0.022 0.003
C 0.095 -0.076 0.056
C 0.039 -0.170 -0.174
H 0.056 -0.044 -0.035
C -0.231 0.072 -0.004
C 0.075 0.240 0.073
O 0.012 -0.106 -0.105
H -0.033 0.016 0.018
C -0.435 0.029 -0.220
H 0.013 -0.083 -0.038
O 0.004 0.041 -0.080
H -0.027 -0.107 0.087
C -0.040 0.083 0.120
C 0.195 0.279 0.214